The following is a quantum chemistry calculation of the molecule C3H3FO, from the OMol25 dataset.

XYZ file:
```
8
C3H3FO (ωB97M-V/def2-TZVPD)
H 0.130 1.899 0.282
O -1.945 -0.013 -0.193
C 0.762 0.993 -0.033
H -1.173 -1.852 0.374
F 1.173 -1.226 -0.135
H 1.842 1.263 -0.302
C 0.279 -0.268 -0.016
C -1.067 -0.796 0.022
```

Summary:
M, g/mol: 74.1
Total charge: 0
SMILES string: C=C(F)C=O
ΔE to the lowest compared entry with this formula, charge and spin, eV: 0.523
Gap between HOMO and LUMO, eV: 9.8